Here is an isolated molecule of C17H23N3O2S2 from the Open Molecules 2025 dataset. Energies are from ωB97M-V/def2-TZVPD.

Computed properties:
- Energy relative to the best compared isomer or geometry (same formula, charge and spin): 0.00 kcal/mol
- Electronic energy: -48238.7516 eV
- LUMO: 0.61 eV
- Max |F|: 0.8 eV/A
- Molar mass: 365.524 g/mol
- E_HOMO: -7.7 eV

The geometry in XYZ format:
```
47
Properties=species:S:1:pos:R:3:nbo_charge:R:1
C -0.377 -3.344 0.096 -0.4372
N -0.937 -2.022 -0.070 -0.4252
C -0.136 -0.985 -0.427 0.3171
N -0.536 0.237 -0.603 -0.5472
C -1.846 0.461 -0.405 0.0690
C -2.770 -0.507 -0.036 -0.2493
C -4.087 0.022 0.095 -0.0209
C -4.135 1.353 -0.167 -0.1695
S -2.573 2.017 -0.595 0.4163
C -5.363 2.193 -0.125 -0.4361
C -6.457 1.456 0.651 -0.3856
C -6.570 0.013 0.163 -0.3907
C -5.295 -0.762 0.493 -0.4228
H -5.280 -1.731 -0.009 0.2393
H -5.243 -0.962 1.567 0.2155
H -7.426 -0.475 0.630 0.2104
H -6.729 0.011 -0.917 0.1965
H -7.408 1.975 0.524 0.2093
H -6.209 1.456 1.714 0.1988
H -5.145 3.158 0.338 0.2180
H -5.703 2.393 -1.147 0.2112
C -2.325 -1.862 0.151 0.6640
O -3.007 -2.819 0.461 -0.6220
S 1.559 -1.333 -0.664 0.2713
C 2.145 0.332 -1.113 -0.5071
H 1.705 0.592 -2.074 0.2324
C 3.668 0.328 -1.176 -0.2372
N 4.216 -0.028 0.119 -0.4543
C 5.441 -0.805 0.095 -0.2402
C 6.673 0.061 -0.196 -0.0896
O 6.786 1.106 0.747 -0.5266
C 5.629 1.915 0.752 -0.0894
C 4.368 1.087 1.040 -0.2487
H 3.486 1.726 0.992 0.2029
H 4.442 0.668 2.048 0.2035
H 5.786 2.663 1.530 0.1976
H 5.532 2.427 -0.219 0.1553
H 7.591 -0.523 -0.112 0.1961
H 6.607 0.481 -1.213 0.1559
H 5.351 -1.603 -0.643 0.2016
H 5.556 -1.256 1.085 0.2009
H 3.996 1.316 -1.536 0.1877
H 3.987 -0.419 -1.907 0.2038
H 1.768 1.011 -0.350 0.2369
H -1.194 -4.005 0.382 0.2620
H 0.388 -3.336 0.873 0.2141
H 0.071 -3.685 -0.839 0.2124
```



Here is a structure of composition CH3I2P at a distorted geometry from the Open Molecules 2025 dataset. Energies are from ωB97M-V/def2-TZVPD.

Computed properties:
- Energy relative to the best compared isomer or geometry (same formula, charge and spin): 50.93 kcal/mol
- Electronic energy: -26574.5982 eV
- LUMO: -0.37 eV
- Max |F|: 1.9 eV/A
- Molar mass: 299.817 g/mol
- E_HOMO: -9.2 eV

The geometry in XYZ format:
```
7
Properties=species:S:1:pos:R:3:nbo_charge:R:1
C 0.261 -0.232 1.184 -0.8666
P -0.541 0.743 -0.164 0.3590
I 0.652 1.202 2.710 0.1560
I 2.117 -1.302 0.799 0.1360
H -0.420 -0.913 1.798 0.2519
H -0.197 0.071 -1.348 -0.0167
H 0.403 1.735 -0.170 -0.0196
```



> Which formula does entry 1 have?

C17H23N3O2S2